Record 1
C4H6N2O | ωB97M-V/def2-TZVPD

Geometry (Å):
C (-2.25124, 0.65128, 0.03960)
C (-1.53812, -0.43757, 0.29364)
C (-0.45785, -0.99195, -0.57029)
N (0.78390, -0.71742, -0.67335)
C (1.35844, 0.29011, 0.17851)
N (2.70796, 0.30074, 0.02207)
O (0.76505, 1.03533, 0.93125)
H (-2.04300, 1.28244, -0.81677)
H (-3.06072, 0.92841, 0.70812)
H (-1.87985, -1.08924, 1.09300)
H (-0.79627, -1.80128, -1.22907)
H (3.25309, 0.92808, 0.59057)
H (3.15861, -0.37893, -0.56728)

## Properties
SMILES   C=C/C=N\C(N)=O
HOMO energy   -9.3279 eV
Net charge   0
Relative energy (zero: lowest compared OMol25 entry of this formula, charge and spin)   131.05 kJ/mol



Record 2
C28H85N7O11 | ωB97M-V/def2-TZVPD

Geometry (Å):
C (2.40186, -3.94999, -2.47317)
C (2.98627, -3.55694, -1.09956)
C (4.54394, -3.24682, -1.13491)
O (5.23575, -4.39373, -1.55737)
C (6.58367, -4.21024, -1.94093)
N (2.27798, -2.35282, -0.77065)
H (1.32488, -3.89420, -2.63159)
H (2.67210, -5.00160, -2.56898)
H (2.81520, -3.37606, -3.30253)
H (2.76992, -4.35727, -0.39190)
H (4.97610, -2.71432, -0.28769)
H (4.57584, -2.47604, -1.90496)
H (7.00157, -5.20954, -2.06284)
H (7.11443, -3.73266, -1.11733)
H (6.69109, -3.64256, -2.86521)
H (2.69891, -1.89237, 0.02365)
H (2.39787, -1.72289, -1.55099)
C (-1.73158, -1.58056, 2.48348)
C (-1.73375, -2.60976, 3.55817)
C (-3.11171, -3.12166, 3.88898)
O (-2.99937, -4.08435, 4.85496)
C (-4.22771, -4.51248, 5.32439)
N (-0.93925, -3.72082, 3.05325)
H (-0.74301, -1.23456, 2.18163)
H (-2.32871, -0.69687, 2.70857)
H (-2.29630, -1.96663, 1.63488)
H (-1.26678, -2.30956, 4.49621)
H (-3.65996, -3.51564, 3.03324)
H (-3.56714, -2.19722, 4.24411)
H (-4.64484, -3.96687, 6.17080)
H (-3.98738, -5.54210, 5.58940)
H (-4.96300, -4.54022, 4.52023)
H (-0.74610, -4.34134, 3.82639)
H (-1.53417, -4.29716, 2.47532)
C (2.88163, -1.51432, 2.43799)
C (2.91859, -2.61242, 3.58822)
C (2.33808, -2.06047, 4.95646)
O (2.17750, -3.08804, 5.96781)
C (2.09123, -2.59338, 7.31109)
N (2.10986, -3.76116, 3.14533)
H (3.24510, -0.54774, 2.78687)
H (1.85977, -1.24527, 2.17058)
H (3.38256, -1.73953, 1.49648)
H (3.94661, -2.92926, 3.76399)
H (1.36542, -1.61952, 4.73830)
H (3.02935, -1.32543, 5.36869)
H (2.59508, -3.34056, 7.92424)
H (1.02980, -2.43952, 7.50556)
H (2.64801, -1.67491, 7.49681)
H (2.07988, -4.35620, 3.96089)
H (1.16790, -3.41242, 3.03943)
C (-5.15892, -1.24846, -1.24416)
C (-3.98286, -0.92013, -2.24705)
C (-4.07611, 0.47843, -2.90353)
O (-3.00908, 0.68434, -3.80963)
C (-3.14856, 1.89306, -4.50369)
N (-2.75277, -1.03514, -1.48080)
H (-6.16310, -1.19438, -1.66461)
H (-5.07967, -0.59932, -0.37213)
H (-5.11765, -2.25380, -0.82503)
H (-3.90784, -1.73005, -2.97264)
H (-3.98526, 1.28695, -2.17816)
H (-5.05711, 0.63816, -3.35098)
H (-3.82446, 1.74393, -5.34572)
H (-2.20767, 2.32578, -4.84366)
H (-3.42287, 2.70281, -3.82755)
H (-2.03693, -1.37738, -2.10573)
H (-2.75725, -1.84923, -0.88302)
C (0.11221, 1.95062, 2.84753)
C (-0.36062, 3.15958, 3.59623)
C (0.04410, 4.41785, 2.86276)
O (-0.21927, 5.52062, 3.70083)
C (-0.11500, 6.70915, 2.95684)
N (-1.81343, 3.11218, 3.71326)
H (1.18315, 1.98328, 2.64723)
H (-0.27885, 1.87487, 1.83292)
H (-0.05733, 1.01365, 3.37806)
H (0.01045, 3.09580, 4.61914)
H (-0.61794, 4.44087, 1.99715)
H (1.09007, 4.30189, 2.57884)
H (-0.81347, 6.78988, 2.12395)
H (0.86239, 6.87923, 2.50532)
H (-0.15449, 7.58271, 3.60757)
H (-1.98647, 4.04651, 4.05559)
H (-2.25531, 3.26442, 2.81790)
C (-0.64026, 4.41392, -0.61222)
C (-1.02646, 4.10974, -2.08834)
C (-0.63582, 5.19653, -3.15069)
O (-1.31935, 6.40883, -2.77246)
C (-1.22881, 7.49063, -3.68467)
N (-0.62618, 2.82947, -2.53350)
H (-1.13055, 5.20977, -0.05157)
H (0.43481, 4.56954, -0.70209)
H (-0.77712, 3.55475, 0.04444)
H (-2.11297, 4.05048, -2.15212)
H (-0.91221, 4.87271, -4.15410)
H (0.44278, 5.32942, -3.23475)
H (-1.66625, 7.23333, -4.64932)
H (-0.19318, 7.81766, -3.77753)
H (-1.84965, 8.30934, -3.32086)
H (-0.59881, 2.26949, -1.69340)
H (-1.30985, 2.42617, -3.15803)
C (0.55222, -0.73705, -3.22364)
C (1.78600, -0.63168, -4.15442)
C (1.67673, 0.62004, -5.10638)
O (0.68772, 0.42473, -6.08861)
C (0.44000, 1.57736, -6.87596)
N (2.96232, -0.51719, -3.31868)
H (-0.41109, -0.83148, -3.72486)
H (0.47266, 0.10514, -2.53626)
H (0.64881, -1.60217, -2.56765)
H (1.83217, -1.52229, -4.78113)
H (2.66729, 0.73447, -5.54660)
H (1.53233, 1.53122, -4.52586)
H (1.30583, 2.10795, -7.27209)
H (-0.27655, 2.24622, -6.39922)
H (-0.08751, 1.28641, -7.78437)
H (2.91296, 0.36225, -2.82448)
H (3.82725, -0.32959, -3.80532)
O (-0.26199, -3.16382, -0.03887)
H (0.55043, -2.97968, -0.51036)
H (0.02245, -3.57024, 0.77976)
O (-2.57398, 1.04613, 0.38459)
H (-2.73039, 0.39294, -0.29740)
H (-3.31140, 0.94584, 0.98659)
O (0.17726, -0.24207, 0.14830)
H (0.07299, -1.19132, 0.08281)
H (-0.71707, 0.09893, 0.13724)
O (2.64103, 0.65980, -0.04846)
H (1.72256, 0.43240, 0.09619)
H (2.63375, 1.19432, -0.84248)

## Properties
HOMO energy (spin up / spin down)   0.6847 / -6.9652 eV
Net charge   -1
Spin multiplicity   2



Record 3
C10H13N2S | ωB97M-V/def2-TZVPD

Geometry (Å):
C (0.89572, 1.32764, -0.86351)
C (2.17358, 1.01716, -1.17502)
C (-0.08309, 0.31122, -0.32199)
C (-1.08160, -0.45716, -1.51509)
C (-2.19306, 0.81727, 0.11709)
C (2.77375, -0.29834, -0.96989)
C (1.84159, -1.34524, -0.35351)
C (0.68741, -0.74849, 0.38453)
C (-3.32906, 1.61265, 0.64078)
C (0.27288, -1.29254, 1.67973)
N (-1.02001, 0.93022, 0.49250)
N (-2.27779, 0.05571, -1.14924)
S (-0.55142, -1.35683, -2.76525)
H (0.50082, 2.26991, -1.10189)
H (2.88575, 1.88705, -1.40584)
H (3.13400, -0.75820, -1.93517)
H (3.67139, -0.26928, -0.33513)
H (1.37255, -1.71106, -1.23395)
H (2.31163, -2.14497, 0.11408)
H (-3.61822, 2.46053, 0.07457)
H (-3.17292, 1.79258, 1.72971)
H (-4.11965, 0.96234, 0.52622)
H (0.13712, -2.34335, 1.48869)
H (-0.74225, -0.72426, 1.99141)
H (0.99843, -1.21751, 2.51300)
H (-3.06750, 0.07606, -1.67008)

## Properties
HOMO energy (spin up / spin down)   -12.5207 / -12.5205 eV
Net charge   +1
Relative energy (zero: lowest compared OMol25 entry of this formula, charge and spin)   198.03 kJ/mol



Record 4
C10H13O2 | ωB97M-V/def2-TZVPD

Geometry (Å):
C (0.54528, -0.59904, -2.41995)
C (1.31417, -1.23794, -3.57110)
C (-0.47958, 0.50356, -2.85140)
O (-0.50247, 1.51054, -2.11718)
O (-1.10866, 0.24140, -3.89574)
H (0.07983, -1.28674, -1.70292)
H (1.22076, -0.02855, -1.76265)
H (1.18839, -0.58379, -4.42830)
H (0.80800, -2.14836, -3.89997)
H (2.36886, -1.39903, -3.35897)
C (-0.80913, -1.77842, 1.58390)
C (-0.42463, 0.59115, 0.83491)
C (-0.53659, -0.33142, 1.87172)
C (-0.20540, 1.93116, 1.12806)
C (0.24611, 2.29144, 2.39888)
C (-0.44747, 0.12142, 3.19290)
C (0.08326, 1.38068, 3.43792)
H (-0.68154, 0.31524, -0.17219)
H (-0.18160, 2.60381, 0.28777)
H (-1.38629, -1.92673, 0.66568)
H (-1.30641, -2.32412, 2.38053)
H (0.36635, 3.35206, 2.55534)
H (-0.65640, -0.56485, 4.00739)
H (0.36697, 1.65444, 4.45084)
H (0.13819, -2.28789, 1.38453)

## Properties
HOMO energy   -4.1183 eV
Net charge   -1
Relative energy (zero: lowest compared OMol25 entry of this formula, charge and spin)   42.03 kJ/mol



Number 1: total energy -9272.1436 eV. Number 2: total energy -63362.4606 eV. Number 3: total energy -24386.9513 eV. Number 4: total energy -14677.1703 eV.